Here is a 11-piece molecular cluster, C33H88O11 overall in a non-equilibrium geometry from the Open Molecules 2025 dataset. Energies are from ωB97M-V/def2-TZVPD.

LUMO energy = 0.55 eV
relative energy (zero: lowest compared OMol25 entry of this formula, charge and spin) = 429.80 kJ/mol
Kohn-Sham gap = 9.63 eV

Geometry as ORCA input:
```
! RIJCOSX wB97M-V def2-TZVPD def2/J DEFGRID3
* xyz 0 1
H 4.066 2.623 -3.748
H -2.702 -6.806 -1.436
H -0.222 -0.965 4.784
H -0.892 -0.333 1.481
H -6.052 0.676 -0.767
H 2.547 5.855 0.692
H 2.144 2.298 -5.305
H 7.638 -2.771 -0.955
C 0.470 3.294 1.959
H -4.094 -6.427 -0.433
H -2.982 2.361 0.396
H 5.043 3.849 1.826
C -0.153 -4.903 2.537
H -2.785 -0.173 -4.335
H -4.673 0.932 -3.014
C 5.547 2.003 1.395
H -0.803 -6.118 4.306
H -1.510 -3.685 3.230
O -5.221 3.768 0.436
C -2.814 -4.779 -0.972
H -5.017 1.111 -4.676
H -3.301 0.279 0.816
C -4.897 -1.084 -0.222
C -4.409 5.050 -1.479
H -4.755 5.962 -0.993
C -2.862 0.913 -4.269
H -0.547 3.612 1.732
H 8.826 -0.782 -0.181
O -0.061 0.686 -1.127
H 1.298 4.608 -5.071
O 4.778 2.970 2.108
C -3.356 2.759 -0.548
C 1.713 5.154 0.692
C 4.979 1.944 -0.020
H 4.788 2.912 -0.485
C -2.890 -1.996 6.767
H 3.019 4.514 -4.827
H 1.871 -4.900 3.351
H -3.522 5.335 -2.043
C 0.248 -0.545 -0.483
H 6.633 2.071 1.324
H 0.826 5.652 0.300
H 5.595 0.564 3.150
H 0.479 2.469 2.671
H 0.326 -6.942 3.277
C 1.038 -4.216 3.191
H -2.180 -3.958 0.818
H -2.491 -6.611 0.290
H -7.040 -0.692 -0.144
H 2.050 -1.889 -0.454
C 1.727 -0.935 -0.871
C 7.822 -1.231 -2.481
H -3.991 2.095 -1.134
H 0.864 2.220 -2.879
C -4.260 1.352 -3.930
H 3.088 2.565 -2.346
C 3.114 2.236 -3.385
H -3.651 -1.326 6.367
H 2.018 4.391 -0.024
H -1.557 -3.393 -1.965
H 4.010 1.457 -0.135
C -1.802 -2.191 5.697
C 2.061 4.257 -4.376
C -6.113 -0.129 -0.035
H -4.142 -2.642 0.440
H -2.699 -1.155 0.155
O 0.760 2.423 -3.812
C 5.739 -1.725 -0.998
H 5.753 -0.177 1.566
C -2.238 1.767 -5.455
H 2.464 -0.185 -0.583
H -3.396 -2.923 7.040
H 2.026 4.801 -3.432
H 0.662 0.233 1.606
H 3.197 1.149 -3.382
H -3.150 0.088 -0.949
H 8.889 -1.447 -2.524
C -1.564 -4.466 -1.771
H 0.698 2.833 0.999
H 0.566 -3.827 4.094
H -5.959 4.056 -0.107
O 7.867 -0.819 -0.154
H -0.727 -4.601 -1.086
H 1.534 -3.391 2.679
H -6.081 0.340 0.948
O -2.116 1.316 -3.219
O -2.295 -3.064 4.708
C 1.404 4.538 2.101
C 0.098 -0.529 1.069
H 0.327 -1.551 1.369
H -2.603 1.463 -6.436
H -2.447 2.814 -1.146
H -0.385 -1.379 -0.788
C 5.283 0.643 2.109
H -0.999 0.832 -0.985
H -1.356 -6.797 2.755
H -1.378 0.049 5.785
H -1.222 1.480 -3.529
H 5.301 -0.765 -1.270
H -2.509 -1.555 7.688
H -2.350 2.850 -5.394
C 1.999 2.742 -4.320
H 5.507 -2.075 0.007
C -1.242 -0.817 5.138
O 0.866 5.545 2.904
H 1.977 -0.947 -1.932
O -4.949 -2.152 0.612
H 0.143 -5.144 1.516
H -4.318 2.416 -3.701
C -3.032 -6.226 -0.574
H -5.259 4.665 -2.042
C -3.462 -0.397 -0.024
C -0.540 -6.280 3.260
C -4.009 4.136 -0.255
H 0.663 5.135 3.748
O -1.261 -4.032 2.371
H -3.102 -2.725 4.313
H -1.363 -4.919 -2.742
H -1.182 1.637 -5.691
H -0.903 -2.608 6.151
H -1.778 -0.586 4.218
C 7.309 -1.743 -1.102
O -2.842 -3.836 0.134
H 7.595 -0.173 -2.612
H -3.388 4.801 0.345
H -5.026 -1.469 -1.233
H 5.365 -2.550 -1.605
H -3.614 -4.543 -1.674
H 5.796 1.512 -0.597
H 4.205 0.501 2.187
H 2.403 4.230 2.412
H 7.467 -1.793 -3.345
*
```